C7H36O12 | ωB97M-V/def2-TZVPD

## Properties
* energy relative to the best compared isomer or geometry (same formula, charge and spin): 89.3 kcal/mol
* E: -1191.07800 hartree
* structure (SMILES): C=C(CC)CCCO.O.O.O.O.O.O.O.O.O.O.O
* HOMO-LUMO gap: 9.76 eV

Structure (ORCA input):
```
! RIJCOSX wB97M-V def2-TZVPD def2/J DEFGRID3
* xyz 0 1
C 1.08942 1.67271 -0.85815
O 0.95818 1.70867 -2.31458
C 1.60071 0.21968 -0.34692
C 0.75379 -0.98233 -0.81806
C 0.44655 -1.31918 -2.31695
C -0.76322 -1.14363 -2.89981
C 1.57186 -1.94391 -3.10900
C 2.67178 -1.02045 -3.62510
H 1.76565 2.50548 -0.84168
H 0.14543 1.97088 -0.39876
H 0.55625 0.92897 -2.79637
H 2.52720 0.28197 -0.84683
H 1.81778 0.37194 0.79934
H 1.20556 -1.90785 -0.39995
H -0.26096 -0.94906 -0.41524
H -0.88502 -1.47548 -3.92656
H -1.67101 -0.67831 -2.41767
H 2.10110 -2.65611 -2.45757
H 1.20601 -2.55822 -3.95504
H 3.55899 -1.55566 -3.48644
H 2.70835 -0.16739 -3.02350
H 2.64241 -0.62219 -4.59458
H -2.52811 -1.48888 1.14023
H -1.87031 -0.80748 2.34021
O -1.80907 -1.63794 1.85455
H -0.57097 3.09114 -2.33901
H -0.59141 3.33602 -3.80048
O -1.04610 3.53490 -2.97535
H -0.26131 2.89930 1.11023
H -1.86831 2.93974 1.32816
O -1.17831 2.44155 1.02968
H 2.53291 3.91657 2.31677
H 1.83692 2.67309 2.66102
O 1.89400 3.25241 1.98607
H -3.51498 0.87678 0.88995
H -4.09141 0.21999 -0.40382
O -3.63466 0.00722 0.52014
H -1.38943 -4.54289 0.04256
H -1.22213 -3.42698 1.10110
O -0.87330 -4.28612 0.85614
H 2.27771 -0.55378 3.10733
H 0.94459 -0.21098 3.64877
O 1.80566 0.24598 3.63146
H 3.28525 -2.63952 2.37419
H 1.68069 -2.35801 2.07286
O 2.68018 -1.88284 2.20384
H -0.36777 -2.54704 2.61428
H 0.56351 -3.75918 2.13537
O 0.43674 -3.03230 2.67588
H -2.65573 2.22578 -1.53557
H -3.76367 3.01683 -2.39302
O -3.60785 2.40286 -1.63528
H -1.29047 1.07445 3.98257
H -0.97878 1.07981 2.44089
O -1.60046 0.82049 3.13871
*
```

Listed below, in e, are the natural (NBO) charges computed for each atom: atom 1 (C): -0.07, atom 2 (O): -0.81, atom 3 (C): -0.43, atom 4 (C): -0.46, atom 5 (C): 0.05, atom 6 (C): -0.45, atom 7 (C): -0.45, atom 8 (C): -0.61, atom 9 (H): 0.20, atom 10 (H): 0.17, atom 11 (H): 0.50, atom 12 (H): 0.21, atom 13 (H): 0.25, atom 14 (H): 0.23, atom 15 (H): 0.22, atom 16 (H): 0.20, atom 17 (H): 0.21, atom 18 (H): 0.21, atom 19 (H): 0.21, atom 20 (H): 0.21, atom 21 (H): 0.21, atom 22 (H): 0.21, atom 23 (H): 0.52, atom 24 (H): 0.51, atom 25 (O): -1.04, atom 26 (H): 0.48, atom 27 (H): 0.47, atom 28 (O): -0.96, atom 29 (H): 0.52, atom 30 (H): 0.48, atom 31 (O): -0.99, atom 32 (H): 0.48, atom 33 (H): 0.48, atom 34 (O): -0.95, atom 35 (H): 0.49, atom 36 (H): 0.50, atom 37 (O): -0.98, atom 38 (H): 0.48, atom 39 (H): 0.49, atom 40 (O): -0.97, atom 41 (H): 0.51, atom 42 (H): 0.45, atom 43 (O): -1.01, atom 44 (H): 0.48, atom 45 (H): 0.50, atom 46 (O): -1.03, atom 47 (H): 0.52, atom 48 (H): 0.51, atom 49 (O): -0.95, atom 50 (H): 0.49, atom 51 (H): 0.49, atom 52 (O): -0.98, atom 53 (H): 0.49, atom 54 (H): 0.51, atom 55 (O): -0.98

C7H39BO25Y | ωB97M-V/def2-TZVPD

## Properties
* energy relative to the best compared isomer or geometry (same formula, charge and spin): 116.1 kcal/mol
* E: -2234.22022 hartree
* HOMO-LUMO gap: 4.18 eV

Structure (ORCA input):
```
! RIJCOSX wB97M-V def2-TZVPD def2/J DEFGRID3
* xyz 1 1
Y -3.34718 2.52268 1.35830
O 5.01821 3.83258 3.95376
C 4.59958 3.03290 3.09748
O 5.25513 2.54708 2.12681
B 4.31546 1.71972 1.38882
O 2.95174 1.96444 1.86681
C 3.11243 2.58148 3.04017
O 2.18863 2.82121 3.82762
O 4.60126 0.23378 1.45663
C 5.09485 -0.16264 0.24122
O 5.40859 -1.30869 -0.10147
C 4.82709 1.02118 -0.74685
O 4.39298 2.06809 -0.07244
O 5.13344 0.96293 -1.92810
C 0.44808 0.87457 -0.75735
C -0.94192 0.32174 -0.36962
C -0.95311 -0.86841 0.56902
O -1.84318 1.35961 -0.05158
H 0.91454 1.25669 0.15067
H 0.50556 1.58747 -1.57989
H 1.10536 0.03572 -0.98625
H -1.35493 -0.10251 -1.28478
H -0.60458 -0.53939 1.54799
H -0.32582 -1.64962 0.13971
H -1.95314 -1.28650 0.68410
O -4.91829 -1.32127 -0.72617
H -4.47874 -1.68007 0.04473
H -5.01348 -0.38808 -0.53555
O -2.05502 -4.29331 1.47505
H -1.14108 -4.25219 1.19353
H -2.12174 -3.63849 2.17003
O -1.57167 2.22733 2.97184
H -1.24889 1.38273 3.28600
H -1.10478 2.87441 3.50055
O -0.47834 -4.22579 -2.24910
H 0.33242 -4.00182 -1.79222
H -1.16679 -3.79805 -1.73987
O -2.82285 -1.45929 -3.26562
H -2.47845 -2.11115 -2.65513
H -3.74836 -1.68451 -3.36026
O -2.85064 -3.73856 -1.18468
H -3.20183 -4.59285 -1.43584
H -2.59980 -3.84263 -0.26681
O 2.74938 -0.73812 -3.65934
H 3.09751 0.08669 -3.99805
H 2.80012 -0.64728 -2.70781
O -0.63679 3.88636 -1.21191
H 0.29691 3.88910 -1.00112
H -0.86706 2.95906 -1.26960
O 1.94390 3.69635 -0.06267
H 2.37061 2.87586 0.18420
H 2.63150 4.20439 -0.49317
O -3.56870 3.71592 -0.70204
H -3.92018 4.60285 -0.77982
H -3.14343 3.55164 -1.54370
O -1.59640 -1.64256 4.42956
H -1.59077 -1.57931 5.38465
H -0.73632 -1.31827 4.16249
O 2.63633 -3.29142 -0.87670
H 2.16213 -2.87840 -0.15504
H 2.46302 -4.22711 -0.77337
O 1.69973 -2.21203 1.40440
H 2.13175 -2.57951 2.17547
H 1.86891 -1.27154 1.45992
O -3.40894 0.26315 2.21392
H -3.80932 -0.26162 1.52071
H -3.31877 -0.34119 2.95072
O -3.30932 1.10466 -2.78180
H -3.49079 0.25094 -3.17482
H -2.78666 0.90508 -2.00513
O 0.18194 0.16888 -4.13547
H 0.23251 0.80779 -3.42450
H 1.03615 -0.26304 -4.13119
*
```

Listed below, in e, are the Mulliken charges computed for each atom: atom 1 (Y): 1.62, atom 2 (O): -0.62, atom 3 (C): 0.38, atom 4 (O): -0.52, atom 5 (B): 1.30, atom 6 (O): -0.25, atom 7 (C): 0.52, atom 8 (O): -0.70, atom 9 (O): -0.50, atom 10 (C): 0.54, atom 11 (O): -0.57, atom 12 (C): 0.61, atom 13 (O): -0.58, atom 14 (O): -0.62, atom 15 (C): -1.75, atom 16 (C): 2.46, atom 17 (C): -0.75, atom 18 (O): 0.19, atom 19 (H): 0.18, atom 20 (H): 0.51, atom 21 (H): 0.15, atom 22 (H): -0.77, atom 23 (H): -0.03, atom 24 (H): 0.44, atom 25 (H): -0.30, atom 26 (O): -0.47, atom 27 (H): 0.33, atom 28 (H): 0.25, atom 29 (O): -0.70, atom 30 (H): 0.35, atom 31 (H): 0.28, atom 32 (O): -0.41, atom 33 (H): 0.21, atom 34 (H): 0.31, atom 35 (O): -0.61, atom 36 (H): 0.37, atom 37 (H): 0.33, atom 38 (O): -0.67, atom 39 (H): 0.22, atom 40 (H): 0.32, atom 41 (O): -0.57, atom 42 (H): 0.27, atom 43 (H): 0.33, atom 44 (O): -0.69, atom 45 (H): 0.35, atom 46 (H): 0.25, atom 47 (O): -0.69, atom 48 (H): 0.40, atom 49 (H): 0.30, atom 50 (O): -0.65, atom 51 (H): 0.34, atom 52 (H): 0.30, atom 53 (O): -0.47, atom 54 (H): 0.32, atom 55 (H): 0.27, atom 56 (O): -0.57, atom 57 (H): 0.30, atom 58 (H): 0.30, atom 59 (O): -0.62, atom 60 (H): 0.37, atom 61 (H): 0.29, atom 62 (O): -0.53, atom 63 (H): 0.24, atom 64 (H): 0.22, atom 65 (O): -0.54, atom 66 (H): 0.22, atom 67 (H): 0.25, atom 68 (O): -0.66, atom 69 (H): 0.33, atom 70 (H): 0.25, atom 71 (O): -0.66, atom 72 (H): 0.26, atom 73 (H): 0.47

C7H39NO11 | ωB97M-V/def2-TZVPD

## Properties
* energy relative to the best compared isomer or geometry (same formula, charge and spin): 129.7 kcal/mol
* E: -1172.36543 hartree
* structure (SMILES): CCCN(C)C(C)C.O.O.O.O.O.O.O.O.O.O.O
* HOMO-LUMO gap: 9.04 eV

Structure (ORCA input):
```
! RIJCOSX wB97M-V def2-TZVPD def2/J DEFGRID3
* xyz 0 1
C -1.91424 -2.20079 1.61002
C -2.87710 -1.15112 2.15946
C -1.95355 -2.39019 0.06827
N -0.79249 -1.87049 -0.70667
C -0.77943 -2.54756 -1.99213
C -1.61468 0.36327 -1.40549
C -0.43672 -0.42417 -0.76479
C -0.23115 0.11557 0.64192
H -0.84620 -2.18339 1.82723
H -2.13243 -3.09609 2.19118
H -2.44487 -0.36764 2.79700
H -3.33719 -0.49683 1.41466
H -3.60746 -1.63633 2.80178
H -1.95728 -3.45453 -0.15537
H -2.88715 -1.89234 -0.20261
H -1.71551 -2.98436 -2.35632
H -0.10689 -3.41638 -1.98920
H -0.44398 -1.87669 -2.77333
H -1.89679 1.18537 -0.75438
H -2.53127 -0.20418 -1.51342
H -1.29187 0.98302 -2.24078
H 0.41274 -0.29779 -1.42940
H 0.21179 1.10481 0.65034
H 0.25025 -0.43873 1.44107
H -1.23499 0.11097 1.07292
H 1.89605 1.46797 4.54505
H 2.93947 0.98009 3.54480
O 2.51625 0.74966 4.38447
H 1.09119 2.66958 -2.34182
H 0.87215 1.27057 -2.85539
O 0.83346 2.18841 -3.13134
H 3.08621 -1.04399 -1.61106
H 2.86344 -1.20227 -3.12083
O 3.07009 -0.57012 -2.43983
H -2.98145 3.62402 -0.23558
H -1.86893 3.55207 -1.26411
O -2.83017 3.48920 -1.18189
H 2.74656 3.53249 1.75163
H 1.29013 3.84261 1.28568
O 2.20771 4.05109 1.23047
H -3.51043 -1.48822 -2.66793
H -4.93831 -1.97820 -1.89857
O -4.24750 -1.33699 -2.08804
H -2.24951 2.58730 2.42810
H -1.86114 1.73613 1.26626
O -2.52216 2.39346 1.51946
H 3.04834 2.12268 1.24742
H 1.61613 1.39167 1.35064
O 2.37076 1.77298 1.80969
H 4.35581 2.32340 -1.65819
H 4.51489 0.96539 -1.09640
O 4.52060 1.89336 -0.81607
H 2.91518 -2.77149 0.90774
H 1.64141 -2.34399 0.01723
O 2.58702 -2.24244 0.18746
H 0.08852 -3.54194 1.29073
H 0.86074 -4.22317 0.20029
O 0.87833 -4.08496 1.15276
*
```

Listed below, in e, are the natural (NBO) charges computed for each atom: atom 1 (C): -0.45, atom 2 (C): -0.64, atom 3 (C): -0.23, atom 4 (N): -0.50, atom 5 (C): -0.42, atom 6 (C): -0.68, atom 7 (C): -0.04, atom 8 (C): -0.63, atom 9 (H): 0.20, atom 10 (H): 0.22, atom 11 (H): 0.21, atom 12 (H): 0.22, atom 13 (H): 0.22, atom 14 (H): 0.20, atom 15 (H): 0.21, atom 16 (H): 0.19, atom 17 (H): 0.18, atom 18 (H): 0.20, atom 19 (H): 0.22, atom 20 (H): 0.24, atom 21 (H): 0.23, atom 22 (H): 0.20, atom 23 (H): 0.18, atom 24 (H): 0.24, atom 25 (H): 0.21, atom 26 (H): 0.46, atom 27 (H): 0.49, atom 28 (O): -0.96, atom 29 (H): 0.47, atom 30 (H): 0.47, atom 31 (O): -0.93, atom 32 (H): 0.50, atom 33 (H): 0.48, atom 34 (O): -0.97, atom 35 (H): 0.49, atom 36 (H): 0.46, atom 37 (O): -0.94, atom 38 (H): 0.47, atom 39 (H): 0.47, atom 40 (O): -0.94, atom 41 (H): 0.49, atom 42 (H): 0.50, atom 43 (O): -0.98, atom 44 (H): 0.47, atom 45 (H): 0.47, atom 46 (O): -0.95, atom 47 (H): 0.50, atom 48 (H): 0.49, atom 49 (O): -0.98, atom 50 (H): 0.47, atom 51 (H): 0.48, atom 52 (O): -0.95, atom 53 (H): 0.50, atom 54 (H): 0.49, atom 55 (O): -0.99, atom 56 (H): 0.47, atom 57 (H): 0.47, atom 58 (O): -0.93

C7H3BaBrO3 | ωB97M-V/def2-TZVPD

## Properties
* E: -3092.94805 hartree
* HOMO-LUMO gap: 6.49 eV

Structure (ORCA input):
```
! RIJCOSX wB97M-V def2-TZVPD def2/J DEFGRID3
* xyz 2 1
C -2.40905 -2.04355 0.73593
C -1.17830 -1.97237 0.26421
C 0.22676 -1.53148 -0.36275
C 0.32451 0.06121 -0.16990
C -0.80435 0.97702 -0.40171
Br -2.60387 0.72344 -1.17907
C -0.24921 2.25269 0.31733
O -1.06312 2.85760 1.05049
O 1.14917 2.38121 0.64499
C 1.49829 1.06834 0.18487
O 2.66860 0.92785 -0.33402
H -3.38886 -1.80072 1.26813
H 1.00327 -1.95583 0.40406
H 0.47150 -1.93317 -1.39481
Ba 4.38922 -0.02167 -1.03767
*
```

Listed below, in e, are the Mulliken charges computed for each atom: atom 1 (C): -0.21, atom 2 (C): -0.32, atom 3 (C): -0.24, atom 4 (C): 0.24, atom 5 (C): 0.02, atom 6 (Br): 0.13, atom 7 (C): 0.46, atom 8 (O): -0.34, atom 9 (O): -0.20, atom 10 (C): 0.51, atom 11 (O): -0.70, atom 12 (H): 0.37, atom 13 (H): 0.25, atom 14 (H): 0.34, atom 15 (Ba): 1.69

Please write out number 4 again, unchanged.
C7H3BaBrO3 | ωB97M-V/def2-TZVPD

## Properties
* E: -3092.94805 hartree
* HOMO-LUMO gap: 6.49 eV

Structure (ORCA input):
```
! RIJCOSX wB97M-V def2-TZVPD def2/J DEFGRID3
* xyz 2 1
C -2.40905 -2.04355 0.73593
C -1.17830 -1.97237 0.26421
C 0.22676 -1.53148 -0.36275
C 0.32451 0.06121 -0.16990
C -0.80435 0.97702 -0.40171
Br -2.60387 0.72344 -1.17907
C -0.24921 2.25269 0.31733
O -1.06312 2.85760 1.05049
O 1.14917 2.38121 0.64499
C 1.49829 1.06834 0.18487
O 2.66860 0.92785 -0.33402
H -3.38886 -1.80072 1.26813
H 1.00327 -1.95583 0.40406
H 0.47150 -1.93317 -1.39481
Ba 4.38922 -0.02167 -1.03767
*
```

Listed below, in e, are the Mulliken charges computed for each atom: atom 1 (C): -0.21, atom 2 (C): -0.32, atom 3 (C): -0.24, atom 4 (C): 0.24, atom 5 (C): 0.02, atom 6 (Br): 0.13, atom 7 (C): 0.46, atom 8 (O): -0.34, atom 9 (O): -0.20, atom 10 (C): 0.51, atom 11 (O): -0.70, atom 12 (H): 0.37, atom 13 (H): 0.25, atom 14 (H): 0.34, atom 15 (Ba): 1.69

Question: Which of these has the lowest HOMO-LUMO gap?
Answer: C7H39BO25Y

Question: What is the HOMO-LUMO gap in the third record?
Answer: 9.04 eV